Record 1
Formula: C3H7NOS
Source: the OMol25 dataset
Level of theory: wB97M-V/def2-TZVPD

Output
orbital gap = 0.32735 Eh
E_HOMO = -9.1641 eV
relative energy (zero: lowest compared OMol25 entry of this formula, charge and spin) = 506.1 kJ/mol
DFT total energy = -646.51923 hartree

ORCA input file:
```
! wB97M-V def2-TZVPD RIJCOSX def2/J DEFGRID3
* xyz 0 1
C -0.024 -1.634 -0.039
C -0.682 -0.255 0.271
C 0.909 1.754 0.612
H 0.536 -0.523 -1.927
H -0.893 -2.288 0.647
H 0.959 -2.090 0.294
H -1.714 -0.364 -0.248
H -0.690 -0.075 1.406
H -0.689 2.004 -0.617
H 0.811 2.932 0.212
N 0.211 0.847 -0.368
O 1.444 1.541 1.696
S -0.179 -1.848 -1.940
*
```

---

Record 2
Formula: C4H11NS
Source: the OMol25 dataset
Level of theory: wB97M-V/def2-TZVPD

Output
orbital gap = 0.34779 Eh
E_HOMO = -8.7921 eV
relative energy (zero: lowest compared OMol25 entry of this formula, charge and spin) = 179.6 kJ/mol
structure (SMILES) = C/C=C/C.NS
DFT total energy = -611.87371 hartree

ORCA input file:
```
! wB97M-V def2-TZVPD RIJCOSX def2/J DEFGRID3
* xyz 0 1
C -2.229 1.873 0.168
C -1.075 1.011 -0.222
C -1.256 -0.352 -0.384
C -0.140 -1.286 -0.691
H -2.640 2.464 -0.639
H -1.939 2.582 0.991
H -3.085 1.265 0.447
H -0.151 1.500 -0.494
H -2.217 -0.808 -0.342
H 0.107 -1.894 0.253
H 0.848 -0.898 -0.795
H -0.417 -1.866 -1.472
N 2.952 -1.255 0.732
S 2.836 0.433 0.335
H 3.299 -1.449 1.684
H 3.625 -1.772 0.173
H 1.482 0.453 0.255
*
```

---

Record 3
Formula: C6H16N2O
Source: the OMol25 dataset
Level of theory: wB97M-V/def2-TZVPD

Output
orbital gap = 0.34005 Eh
E_HOMO = -8.3634 eV
relative energy (zero: lowest compared OMol25 entry of this formula, charge and spin) = 419.7 kJ/mol
DFT total energy = -422.82686 hartree

ORCA input file:
```
! wB97M-V def2-TZVPD RIJCOSX def2/J DEFGRID3
* xyz 0 1
C -1.046 0.807 -0.965
C -0.105 -0.366 -0.597
C 0.727 -1.518 2.497
C 1.133 0.036 0.230
C -1.803 1.400 0.233
C 0.339 -1.096 -1.869
N 0.966 0.240 1.658
N -0.327 1.819 -1.747
O 1.203 -2.514 1.717
H 2.167 -2.498 1.737
H 0.081 0.674 1.888
H -1.797 0.384 -1.641
H -0.688 -1.070 0.006
H -0.981 2.453 -2.192
H 0.264 2.382 -1.145
H 1.392 -0.548 2.743
H -0.364 -1.599 2.520
H 1.888 -0.749 0.104
H 1.604 0.925 -0.204
H -2.311 0.625 0.812
H -2.556 2.111 -0.112
H -1.126 1.940 0.899
H 0.918 -1.986 -1.619
H -0.523 -1.414 -2.458
H 0.945 -0.440 -2.494
*
```

---

Record 4
Formula: C5H6O
Source: the OMol25 dataset
Level of theory: wB97M-V/def2-TZVPD

Output
orbital gap = 0.38723 Eh
E_HOMO = -9.5377 eV
relative energy (zero: lowest compared OMol25 entry of this formula, charge and spin) = 261.3 kJ/mol
structure (SMILES) = CC#C[C@H]1CO1
DFT total energy = -269.24672 hartree

ORCA input file:
```
! wB97M-V def2-TZVPD RIJCOSX def2/J DEFGRID3
* xyz 0 1
C -0.043 -0.287 2.690
C -0.045 -0.022 1.251
C 0.062 0.099 0.055
C 0.445 0.047 -1.346
C -0.440 0.298 -2.490
O 0.528 1.253 -2.095
H 0.813 0.204 3.167
H -0.955 0.046 3.192
H 0.056 -1.367 2.845
H 1.282 -0.633 -1.510
H -1.479 0.583 -2.335
H -0.225 -0.222 -3.425
*
```

---

Record 5
Formula: C5H15NOS
Source: the OMol25 dataset
Level of theory: wB97M-V/def2-TZVPD

Output
orbital gap = 0.36673 Eh
E_HOMO = -9.2718 eV
relative energy (zero: lowest compared OMol25 entry of this formula, charge and spin) = 163.4 kJ/mol
structure (SMILES) = CCN[C@@H](C)CS.O
DFT total energy = -727.62349 hartree

ORCA input file:
```
! wB97M-V def2-TZVPD RIJCOSX def2/J DEFGRID3
* xyz 0 1
C -1.675 0.701 -1.933
C -0.153 0.515 -2.032
N 0.418 0.949 -0.753
C 0.622 -0.358 0.103
C 1.861 -1.114 -0.479
C 0.953 0.186 1.541
S 0.409 -0.981 2.951
H -1.791 1.860 -1.956
H -2.277 0.339 -2.794
H -2.013 0.253 -0.975
H 0.153 1.065 -2.943
H 0.021 -0.556 -2.219
H 1.355 1.312 -0.882
H -0.312 -0.929 0.205
H 1.318 -1.846 -1.110
H 2.582 -0.417 -0.951
H 2.304 -1.693 0.402
H 1.989 0.555 1.602
H 0.285 0.986 1.651
H 1.302 -1.954 3.072
O -2.850 0.318 2.469
H -2.205 0.155 3.200
H -2.296 0.656 1.831
*
```

---

Record 6
Formula: C3H4BrNO4
Source: the OMol25 dataset
Level of theory: wB97M-V/def2-TZVPD

Output
orbital gap = 0.38675 Eh
E_HOMO = -10.6604 eV
relative energy (zero: lowest compared OMol25 entry of this formula, charge and spin) = 35.7 kJ/mol
structure (SMILES) = O=[N+]([O-])[C@@]1(Br)COCO1
DFT total energy = -3046.29453 hartree

ORCA input file:
```
! wB97M-V def2-TZVPD RIJCOSX def2/J DEFGRID3
* xyz 0 1
O -2.321 -1.697 0.236
N -1.154 -1.406 0.151
O -0.173 -2.113 0.088
C -0.747 0.075 -0.048
Br -2.410 1.067 0.094
C 0.271 0.493 1.012
O 1.259 1.179 0.216
C 1.271 0.510 -0.998
O -0.111 0.200 -1.308
H -0.265 0.989 1.788
H 0.865 -0.261 1.500
H 1.691 1.309 -1.579
H 1.824 -0.344 -1.152
*
```

---

Record 7
Formula: C4H9NO
Source: the OMol25 dataset
Level of theory: wB97M-V/def2-TZVPD

Output
orbital gap = 0.38356 Eh
E_HOMO = -9.5671 eV
relative energy (zero: lowest compared OMol25 entry of this formula, charge and spin) = 191.5 kJ/mol
structure (SMILES) = CC(C)NC=O
DFT total energy = -287.75951 hartree

ORCA input file:
```
! wB97M-V def2-TZVPD RIJCOSX def2/J DEFGRID3
* xyz 0 1
C 1.204 -0.518 -0.915
C 0.133 0.419 -0.119
C 0.737 0.928 1.112
N -1.199 -0.110 0.299
C -1.935 -0.998 -0.500
O -1.559 -1.380 -1.635
H 1.304 -1.560 -0.686
H 2.149 0.113 -0.785
H 0.908 -0.549 -1.861
H -0.230 1.391 -0.655
H 1.712 1.432 0.975
H 0.164 1.544 1.691
H 1.130 0.226 1.906
H -1.628 0.260 1.187
H -2.890 -1.198 -0.013
*
```

---

Record 8
Formula: C3H2S
Source: the OMol25 dataset
Level of theory: wB97M-V/def2-TZVPD

Output
orbital gap = 0.29374 Eh
E_HOMO = -8.0412 eV
relative energy (zero: lowest compared OMol25 entry of this formula, charge and spin) = 165.7 kJ/mol
structure (SMILES) = S=c1cc1
DFT total energy = -513.53756 hartree

ORCA input file:
```
! wB97M-V def2-TZVPD RIJCOSX def2/J DEFGRID3
* xyz 0 1
S -2.650 0.032 -0.039
C -0.665 -0.072 -0.219
C 0.593 -0.667 -0.030
C 0.524 0.690 -0.049
H 1.230 -1.552 0.153
H 0.970 1.569 0.184
*
```

---

Record 9
Formula: C21H24N2O6S
Source: the OMol25 dataset
Level of theory: wB97M-V/def2-TZVPD

Output
orbital gap = 0.34288 Eh
E_HOMO = -8.9066 eV
relative energy (zero: lowest compared OMol25 entry of this formula, charge and spin) = 117.6 kJ/mol
structure (SMILES) = CCOC(=O)c1ccc(NC(=O)COc2ccc(S(=O)(=O)N3CCCC3)cc2)cc1
DFT total energy = -1773.79194 hartree

ORCA input file:
```
! wB97M-V def2-TZVPD RIJCOSX def2/J DEFGRID3
* xyz 0 1
C -0.676 10.623 1.120
C 0.479 9.701 1.458
O 0.071 8.357 1.204
C 0.978 7.406 1.459
O 2.086 7.645 1.879
C 0.473 6.044 1.172
C -0.809 5.816 0.677
C -1.244 4.531 0.422
C -0.398 3.450 0.662
N -0.776 2.128 0.429
C -1.945 1.646 -0.052
O -2.911 2.295 -0.381
C -1.973 0.115 -0.153
O -0.729 -0.442 0.213
C -0.583 -1.797 0.213
C -1.581 -2.701 -0.142
C -1.317 -4.060 -0.099
C -0.074 -4.511 0.293
S 0.228 -6.272 0.307
O 1.510 -6.510 0.914
O -0.919 -6.938 0.851
N 0.252 -6.561 -1.351
C -0.264 -7.854 -1.773
C 0.981 -8.698 -2.034
C 1.913 -7.676 -2.684
C 1.561 -6.363 -1.966
C 0.925 -3.622 0.645
C 0.673 -2.266 0.606
C 0.887 3.677 1.158
C 1.317 4.961 1.410
H -0.387 11.653 1.305
H -0.950 10.513 0.074
H -1.541 10.381 1.732
H 0.768 9.790 2.512
H 1.361 9.923 0.847
H -1.463 6.653 0.492
H -2.235 4.355 0.038
H -0.076 1.428 0.646
H -2.235 -0.142 -1.188
H -2.777 -0.241 0.504
H -2.558 -2.363 -0.448
H -2.073 -4.782 -0.358
H -0.841 -7.712 -2.693
H -0.914 -8.244 -0.992
H 1.396 -9.037 -1.084
H 0.783 -9.558 -2.669
H 2.964 -7.931 -2.567
H 1.690 -7.593 -3.749
H 1.511 -5.516 -2.657
H 2.280 -6.134 -1.177
H 1.882 -4.008 0.957
H 1.431 -1.550 0.880
H 1.543 2.838 1.344
H 2.308 5.152 1.793
*
```

---

Record 10
Formula: C4H8NO2S
Source: the OMol25 dataset
Level of theory: wB97M-V/def2-TZVPD

Output
orbital gap = 0.23390 Eh
E_HOMO = -3.3726 eV
relative energy (zero: lowest compared OMol25 entry of this formula, charge and spin) = 218.0 kJ/mol
DFT total energy = -760.62983 hartree

ORCA input file:
```
! wB97M-V def2-TZVPD RIJCOSX def2/J DEFGRID3
* xyz -1 1
O -1.015 -0.239 -0.283
C 0.143 0.229 -0.349
N 0.744 0.707 -1.443
C -1.715 -0.210 -3.349
O -2.257 0.389 -4.243
C 0.958 0.102 0.950
C 0.083 -0.201 2.168
S 0.976 -0.208 3.753
H 1.067 1.654 -1.278
H -1.100 0.239 -2.546
H -1.786 -1.319 -3.238
H 1.753 -0.641 0.928
H 1.353 1.112 1.124
H -0.747 0.507 2.238
H -0.502 -1.117 2.085
H 2.043 -1.007 3.483
*
```

---

Record 11
Formula: C16H48BF4N5O7
Source: the OMol25 dataset
Level of theory: wB97M-V/def2-TZVPD

Output
orbital gap = 0.38551 Eh
E_HOMO = -14.6639 eV
DFT total energy = -1862.74300 hartree

ORCA input file:
```
! wB97M-V def2-TZVPD RIJCOSX def2/J DEFGRID3
* xyz 2 1
C -0.716 -5.041 -0.619
C -1.154 -3.621 -0.901
C -2.214 -3.361 -1.888
O -1.555 -3.522 -3.091
C -2.344 -3.919 -4.233
N -1.733 -3.013 0.350
H -1.216 -3.062 1.171
H -1.990 -2.072 0.242
H -2.594 -3.538 0.470
H -1.542 -5.534 -0.177
H 0.118 -5.070 0.120
H -0.404 -5.487 -1.603
H -0.307 -2.973 -1.055
H -2.603 -2.382 -1.738
H -2.985 -4.186 -1.703
H -3.230 -3.312 -4.400
H -2.627 -4.982 -4.031
H -1.678 -3.783 -5.053
C 2.185 5.322 -3.751
C 0.960 4.510 -3.473
C 0.726 3.481 -4.580
O -0.538 2.868 -4.333
C -0.762 1.801 -5.203
N 1.226 3.677 -2.208
H 1.268 4.163 -1.315
H 0.479 2.936 -2.214
H 2.184 3.212 -2.218
H 2.592 5.908 -2.864
H 2.006 6.161 -4.433
H 2.992 4.732 -4.120
H -0.005 5.048 -3.280
H 1.505 2.698 -4.709
H 0.812 4.042 -5.585
H -0.020 1.047 -5.163
H -0.801 2.235 -6.204
H -1.768 1.365 -4.919
C 3.051 -1.518 1.512
C 3.602 -2.420 2.563
C 4.715 -1.727 3.309
O 4.183 -0.717 4.094
C 5.209 0.056 4.580
N 2.568 -2.780 3.555
H 2.892 -3.549 4.160
H 2.369 -1.974 4.162
H 1.591 -2.950 3.214
H 2.765 -0.523 1.866
H 2.230 -2.027 0.932
H 3.825 -1.436 0.722
H 3.919 -3.291 2.014
H 5.417 -1.417 2.481
H 5.256 -2.442 3.906
H 5.271 0.929 3.957
H 6.203 -0.497 4.569
H 4.870 0.256 5.565
C -3.016 2.536 4.014
C -3.022 1.602 2.784
C -3.893 2.099 1.629
O -3.655 1.258 0.480
C -3.295 1.840 -0.785
N -1.653 1.405 2.338
H -1.205 0.804 2.940
H -1.573 0.991 1.333
H -1.126 2.309 2.272
H -3.949 3.004 4.241
H -2.303 3.310 3.730
H -2.594 1.993 4.892
H -3.382 0.639 3.000
H -3.601 3.140 1.420
H -4.921 2.102 1.896
H -2.392 2.456 -0.727
H -4.110 2.376 -1.204
H -3.055 0.988 -1.398
N -0.669 -1.830 3.074
O -0.028 -0.908 3.612
O -0.177 -2.995 2.888
O -1.777 -1.612 2.693
B 0.240 0.839 -0.691
F -0.153 1.033 -2.043
F 1.465 0.261 -0.767
F 0.335 2.025 -0.006
F -0.694 0.011 -0.063
*
```

---

Record 12
Formula: C11H12N2O2
Source: the OMol25 dataset
Level of theory: wB97M-V/def2-TZVPD

Output
orbital gap (alpha / beta) = 0.27588 / 0.27591 Eh
E_HOMO (alpha / beta) = -6.8099 / -6.8104 eV
relative energy (zero: lowest compared OMol25 entry of this formula, charge and spin) = 302.9 kJ/mol
structure (SMILES) = CC(=O)N(C)c1oc(N)c2ccccc12
DFT total energy = -686.28849 hartree

ORCA input file:
```
! wB97M-V def2-TZVPD RIJCOSX def2/J DEFGRID3
* xyz 0 1
C -3.542 -0.895 -0.542
C -2.126 -0.369 -0.750
O -1.353 -0.792 -1.635
N -1.668 0.546 0.209
C -2.472 1.097 1.207
C -0.277 0.591 0.220
O 0.233 1.799 -0.341
C 1.555 1.669 -0.368
N 2.298 2.741 -0.833
C 1.940 0.376 -0.053
C 3.142 -0.339 -0.177
C 3.226 -1.678 -0.004
C 2.008 -2.337 0.352
C 0.842 -1.693 0.640
C 0.753 -0.294 0.422
H -4.407 -0.149 -0.692
H -3.549 -1.058 0.579
H -3.875 -1.667 -1.281
H -1.984 1.836 1.801
H -3.295 1.662 0.778
H -2.818 0.531 2.066
H 2.008 3.333 -1.660
H 3.350 2.670 -0.626
H 3.945 0.347 -0.519
H 4.059 -2.314 -0.238
H 2.017 -3.380 0.350
H -0.010 -2.233 1.096
*
```